Below is one molecule with the formula CH4N4O in a non-equilibrium geometry, with properties calculated with ωB97M-V/def2-TZVPD.

XYZ file:
```
10
CH4N4O ωB97M-V/def2-TZVPD
N 0.23763 0.78361 -0.87411
O -0.37117 3.08966 -0.68349
N -0.73330 2.40522 -1.88284
H -0.79854 -1.11471 -0.04768
C 0.20605 -0.59410 -0.37729
H 0.85322 -0.34132 0.52379
N 0.25579 2.18273 0.19940
N -0.49774 1.22084 -1.83422
H 0.67298 -1.15492 -1.07401
H -0.46777 1.99963 1.07220
```

Properties
LUMO energy: 0.65 eV
multiplicity: 1
strongest force on any atom: 5.34 eV Å⁻¹
frontier orbital gap: 9.624 eV
HOMO level: -8.97 eV
energy relative to the best compared isomer or geometry (same formula, charge and spin): 5.204 eV

Below is one molecule with the formula CH4N4S in a non-equilibrium geometry, with properties calculated with ωB97M-V/def2-TZVPD.

XYZ file:
```
10
CH4N4S ωB97M-V/def2-TZVPD
N 1.64278 -0.90588 -0.42567
N 0.31723 -0.78314 -0.60364
N 2.13888 0.93973 0.84684
H -1.78947 1.29507 0.88430
H -1.79076 -0.45766 0.50376
N 2.23730 -0.17219 0.54027
C -1.79521 0.54701 0.09718
H 1.95205 -1.87627 -0.42976
H -2.65249 0.69348 -0.55084
S -0.26032 0.71985 -0.86243
```

Properties
LUMO energy (spin up / spin down): -0.35 / 0.26 eV
multiplicity: 1
strongest force on any atom: 3.38 eV Å⁻¹
frontier orbital gap (spin up / spin down): 7.775 / 8.282 eV
HOMO level (spin up / spin down): -8.12 / -8.03 eV
energy relative to the best compared isomer or geometry (same formula, charge and spin): 3.349 eV

Below is a 2-piece molecular cluster, CH4N5 overall in a non-equilibrium geometry, with properties calculated with ωB97M-V/def2-TZVPD.

XYZ file:
```
10
CH4N5 ωB97M-V/def2-TZVPD
N 1.49308 0.34980 -2.41150
H -0.75507 0.92539 2.38563
N 0.45042 0.19695 -1.97494
H -1.29189 1.17246 0.75299
H -1.37639 -0.45528 -1.67972
H 1.52432 -1.93521 1.00204
N -0.55894 0.19064 -1.38726
C 0.13454 -0.20036 0.99008
N 0.92590 -1.06118 1.01567
N -0.54599 0.81678 1.30701
```

Properties
LUMO energy: -4.57 eV
net charge: +1
multiplicity: 1
strongest force on any atom: 7.94 eV Å⁻¹
frontier orbital gap: 9.897 eV
HOMO level: -14.47 eV
energy relative to the best compared isomer or geometry (same formula, charge and spin): 1.907 eV

Below is an isolated ion of composition CH4N7O4 and charge +1 in a non-equilibrium geometry, with properties calculated with ωB97M-V/def2-TZVPD.

XYZ file:
```
16
CH4N7O4 ωB97M-V/def2-TZVPD
N -2.43754 1.66649 0.08021
N -1.16130 1.81501 -0.02698
N 2.06009 -0.75780 -0.44406
N 2.57821 -1.77314 0.04420
H 3.10018 -1.77776 0.84867
N 1.02983 1.44405 -0.02914
N -1.30766 -1.29623 -0.01269
H -2.99310 2.33822 -0.31184
O 2.11392 0.41784 0.15315
H -2.95808 0.78686 0.35816
N -0.23429 -0.44224 -0.12729
O -2.32850 -0.76502 -0.20954
H 2.42715 -2.65353 -0.50948
O -1.08921 -2.46201 0.20280
C -0.22943 0.88334 -0.03587
O 1.42974 2.57591 0.01970
```

Properties
LUMO energy (spin up / spin down): -5.91 / -5.90 eV
net charge: +1
multiplicity: 1
strongest force on any atom: 5.04 eV Å⁻¹
frontier orbital gap (spin up / spin down): 7.713 / 7.258 eV
HOMO level (spin up / spin down): -13.62 / -13.16 eV
energy relative to the best compared isomer or geometry (same formula, charge and spin): 2.038 eV

Below is an isolated ion of composition CH4NO and charge +1 in a non-equilibrium geometry, with properties calculated with ωB97M-V/def2-TZVPD.

XYZ file:
```
7
CH4NO ωB97M-V/def2-TZVPD
H 1.97698 -0.45958 0.51606
N 0.97760 -0.52002 0.34125
H -1.39762 -0.19469 -0.38603
O 0.43659 0.62561 0.09840
H 0.30384 -1.23164 0.42258
H -1.21201 1.73014 -0.14495
C -0.72162 0.79528 -0.24966
```

Properties
LUMO energy: -6.47 eV
net charge: +1
multiplicity: 1
strongest force on any atom: 5.33 eV Å⁻¹
frontier orbital gap: 10.111 eV
HOMO level: -16.58 eV
energy relative to the best compared isomer or geometry (same formula, charge and spin): 3.658 eV

Below is CH4NO2S2 as an isolated structure, with properties calculated with ωB97M-V/def2-TZVPD.

XYZ file:
```
10
CH4NO2S2 ωB97M-V/def2-TZVPD
H 0.59536 -2.94371 1.72375
H -0.55479 1.00479 -1.64957
H 0.37936 -1.37525 2.42084
S -0.61581 3.69009 -1.69024
O -0.51346 -2.36525 -0.38822
S -0.26552 1.82207 -0.63882
O -0.09613 -0.24816 0.27792
N 0.49773 -1.95171 1.60958
C -0.08671 -1.49774 0.39048
H 0.65997 3.86486 -2.05572
```

Properties
LUMO energy: 3.17 eV
net charge: -1
multiplicity: 1
strongest force on any atom: 0.95 eV Å⁻¹
frontier orbital gap: 7.704 eV
HOMO level: -4.54 eV
energy relative to the best compared isomer or geometry (same formula, charge and spin): 0.497 eV

Below is a 2-piece molecular cluster, CH4NO3 overall in a non-equilibrium geometry, with properties calculated with ωB97M-V/def2-TZVPD.

XYZ file:
```
9
CH4NO3 ωB97M-V/def2-TZVPD
H -2.00931 -0.07955 1.22497
H 2.10835 0.49229 0.00619
C 0.26793 0.66017 -0.68059
N 1.29353 -0.08771 0.16206
O 0.69008 0.88657 -1.83032
H 1.27324 -0.94612 -0.38450
H -0.96243 -0.98497 0.67827
O -1.88554 -0.98226 0.92894
O -0.77586 1.04158 -0.10502
```

Properties
LUMO energy: 4.46 eV
net charge: -1
multiplicity: 1
strongest force on any atom: 1.85 eV Å⁻¹
frontier orbital gap: 8.436 eV
HOMO level: -3.98 eV
energy relative to the best compared isomer or geometry (same formula, charge and spin): 1.007 eV

Below is CH4NO3 as an isolated structure in a non-equilibrium geometry, with properties calculated with ωB97M-V/def2-TZVPD.

XYZ file:
```
9
CH4NO3 ωB97M-V/def2-TZVPD
O -1.52155 -0.57729 0.64546
C -0.52660 -0.05196 0.03399
O -1.52114 -0.41106 -0.78115
H 0.84719 -1.32054 0.86334
N 0.80918 -0.63478 0.05313
H 1.02028 -1.25458 -0.68004
O -0.04572 1.68396 0.24948
H -0.52888 2.29354 -0.35219
H 1.46726 0.27270 -0.03202
```

Properties
LUMO energy (spin up / spin down): -4.68 / -7.94 eV
net charge: +1
multiplicity: 3
strongest force on any atom: 17.45 eV Å⁻¹
frontier orbital gap (spin up / spin down): 8.581 / 8.933 eV
HOMO level (spin up / spin down): -13.26 / -16.87 eV
energy relative to the best compared isomer or geometry (same formula, charge and spin): 2.352 eV

Below is one molecule with the formula CH4NO3P in a non-equilibrium geometry, with properties calculated with ωB97M-V/def2-TZVPD.

XYZ file:
```
10
CH4NO3P ωB97M-V/def2-TZVPD
C 0.99148 -1.21897 -0.00441
P -0.70905 0.06249 0.04822
H -1.40276 2.15149 -0.18123
O 0.36911 -0.61477 -1.00831
H 0.64085 -2.19979 0.00955
O -2.08957 -0.45321 0.06796
H 2.07477 -1.09406 0.07869
N -0.57700 1.71710 -0.04449
H 0.33351 2.00020 -0.14316
O 0.36866 -0.35049 1.17718
```

Properties
LUMO energy: 0.78 eV
multiplicity: 1
strongest force on any atom: 5.14 eV Å⁻¹
frontier orbital gap: 11.657 eV
HOMO level: -10.88 eV
energy relative to the best compared isomer or geometry (same formula, charge and spin): 0.301 eV

Below is a 2-piece molecular cluster, CH4NO3P overall in a non-equilibrium geometry, with properties calculated with ωB97M-V/def2-TZVPD.

XYZ file:
```
10
CH4NO3P ωB97M-V/def2-TZVPD
N -0.58983 -1.41390 -0.30266
C 0.73883 0.82417 1.11253
O -0.60335 0.95316 0.61973
H -1.48987 -1.16373 0.07994
H 1.33371 1.76313 1.22383
O 1.41595 0.26778 -0.01582
H -0.60206 -2.16203 -1.05026
P -0.12045 0.14884 -0.68127
H 0.75409 0.07920 1.90605
O -0.83703 0.70339 -2.89206
```

Properties
LUMO energy (spin up / spin down): -0.75 / -0.95 eV
multiplicity: 1
strongest force on any atom: 4.47 eV Å⁻¹
frontier orbital gap (spin up / spin down): 8.677 / 8.560 eV
HOMO level (spin up / spin down): -9.43 / -9.51 eV
energy relative to the best compared isomer or geometry (same formula, charge and spin): 6.333 eV

Below is an isolated ion of composition CH4NO3S and charge -1 in a non-equilibrium geometry, with properties calculated with ωB97M-V/def2-TZVPD.

XYZ file:
```
10
CH4NO3S ωB97M-V/def2-TZVPD
N -1.20332 -1.32307 2.16428
S -2.04365 -0.41647 1.24278
C -0.57220 0.17764 -0.98890
H 0.81613 1.35131 -0.79115
O 0.38066 1.10228 -1.60628
H -0.87894 -0.77322 2.95338
O -0.86430 0.66077 0.27834
H -1.55028 -0.01248 -1.46936
H -0.06266 -0.77596 -0.97527
O -2.65758 -1.32073 0.25169
```

Properties
LUMO energy: 4.02 eV
net charge: -1
multiplicity: 1
strongest force on any atom: 1.55 eV Å⁻¹
frontier orbital gap: 7.859 eV
HOMO level: -3.83 eV
energy relative to the best compared isomer or geometry (same formula, charge and spin): 1.316 eV

Below is a 2-piece molecular cluster, CH4NO3S overall in a non-equilibrium geometry, with properties calculated with ωB97M-V/def2-TZVPD.

XYZ file:
```
10
CH4NO3S ωB97M-V/def2-TZVPD
H 0.70148 -1.12179 1.86412
S -2.10078 -0.14038 0.45113
O 0.49179 -0.66108 0.15769
H 0.17144 0.26441 -1.55003
O -2.21659 1.11839 1.15054
O -2.35728 -0.06356 -0.94984
H 1.10549 1.22987 -0.41881
C 0.93590 0.23659 -0.85015
H 1.88711 -0.28480 -1.19774
N 1.38143 -0.57766 1.34308
```

Properties
LUMO energy (spin up / spin down): 4.18 / 3.22 eV
net charge: -1
multiplicity: 3
strongest force on any atom: 5.03 eV Å⁻¹
frontier orbital gap (spin up / spin down): 4.669 / 7.499 eV
HOMO level (spin up / spin down): -0.49 / -4.28 eV
energy relative to the best compared isomer or geometry (same formula, charge and spin): 1.155 eV

Below is CH4NO3Sn2 as an isolated structure in a non-equilibrium geometry, with properties calculated with ωB97M-V/def2-TZVPD.

XYZ file:
```
11
CH4NO3Sn2 ωB97M-V/def2-TZVPD
Sn 0.92685 2.93151 -4.08192
H 1.78516 1.04615 -1.24259
H -1.72903 -0.35620 2.61378
H -2.06220 -1.21776 1.05013
O 0.37744 -0.54061 0.14615
Sn 1.59353 -1.64665 -2.43052
C -1.30998 -0.86454 1.75070
O 1.89117 1.15512 -2.20497
N -0.39851 -0.00033 0.96216
H -0.72674 -1.66307 2.20872
O -0.34769 1.15637 1.22836
```

Properties
LUMO energy: -14.76 eV
net charge: +3
multiplicity: 1
strongest force on any atom: 2.75 eV Å⁻¹
frontier orbital gap: 5.810 eV
HOMO level: -20.57 eV
energy relative to the best compared isomer or geometry (same formula, charge and spin): 0.103 eV

Below is an isolated ion of composition CH4NO4P and charge -2 in a non-equilibrium geometry, with properties calculated with ωB97M-V/def2-TZVPD.

XYZ file:
```
11
CH4NO4P ωB97M-V/def2-TZVPD
H 1.24994 -0.67770 -0.44417
C 0.09787 1.15943 -0.95143
O 0.93109 1.76708 -0.18670
O -1.88503 -1.44151 0.42618
H 0.11096 0.76423 1.23074
H -0.99304 1.37723 -0.44130
N 0.29238 -0.43618 -0.81875
O -0.06256 -0.07923 1.75154
O 0.47610 -2.42434 0.92577
H 0.21925 1.21606 -2.02809
P -0.43696 -1.22505 0.53622
```

Properties
LUMO energy: 7.42 eV
net charge: -2
multiplicity: 1
strongest force on any atom: 3.85 eV Å⁻¹
frontier orbital gap: 7.064 eV
HOMO level: 0.36 eV
energy relative to the best compared isomer or geometry (same formula, charge and spin): 0.294 eV

Below is CH4NO4S2 as an isolated structure in a non-equilibrium geometry, with properties calculated with ωB97M-V/def2-TZVPD.

XYZ file:
```
12
CH4NO4S2 ωB97M-V/def2-TZVPD
O 0.44286 0.68758 2.60676
H 0.33417 1.77435 -0.15447
H 1.57350 -1.18815 0.08776
H 1.14159 0.73030 -1.79585
S -1.08631 -1.84359 -0.04840
O -1.19887 -1.35435 1.45065
H -0.39528 0.04668 -1.68884
N 0.58668 -0.05196 -1.45953
O 0.34317 2.16372 0.71531
S -0.39289 0.77979 1.45795
C 0.57305 -0.76655 -0.23930
O -1.92167 -0.97783 -0.93202
```

Properties
LUMO energy (spin up / spin down): 3.65 / 3.65 eV
net charge: -1
multiplicity: 1
strongest force on any atom: 4.58 eV Å⁻¹
frontier orbital gap (spin up / spin down): 6.769 / 6.767 eV
HOMO level (spin up / spin down): -3.12 / -3.12 eV
energy relative to the best compared isomer or geometry (same formula, charge and spin): 2.207 eV

Below is one molecule with the formula CH4NO5PS in a non-equilibrium geometry, with properties calculated with ωB97M-V/def2-TZVPD.

XYZ file:
```
13
CH4NO5PS ωB97M-V/def2-TZVPD
H 0.30474 2.02072 0.40798
O 1.77516 0.23819 1.90703
P 0.71452 -0.19922 0.77378
S -1.71452 -1.35714 -1.60733
O -0.42857 -0.83336 1.39761
C -1.00178 0.98421 -0.73660
H 2.41464 -0.49153 1.95298
H -2.41710 -1.30086 -0.44548
O -1.95045 1.52227 -0.33483
H 1.63037 -0.71662 -1.05589
O 1.42137 -1.22711 -0.25579
N 0.28849 1.17207 -0.15020
O -1.03687 0.18836 -1.85324
```

Properties
LUMO energy: 0.11 eV
multiplicity: 1
strongest force on any atom: 2.71 eV Å⁻¹
frontier orbital gap: 9.428 eV
HOMO level: -9.32 eV
energy relative to the best compared isomer or geometry (same formula, charge and spin): 0.000 eV

Below is one molecule with the formula CH4NOP in a non-equilibrium geometry, with properties calculated with ωB97M-V/def2-TZVPD.

XYZ file:
```
8
CH4NOP ωB97M-V/def2-TZVPD
H -0.42902 1.83243 0.42308
C 0.20409 0.70162 0.55068
N 0.76939 0.82169 1.82245
H 0.93058 0.75848 -0.38817
H -0.72717 -1.16857 -0.83260
O 0.69682 -0.16712 2.54791
H 0.60203 -1.59132 0.47582
P -0.66383 -1.04911 0.46678
```

Properties
LUMO energy: -0.42 eV
multiplicity: 1
strongest force on any atom: 4.64 eV Å⁻¹
frontier orbital gap: 8.757 eV
HOMO level: -9.18 eV
energy relative to the best compared isomer or geometry (same formula, charge and spin): 4.652 eV

Below is one molecule with the formula CH4NP in a non-equilibrium geometry, with properties calculated with ωB97M-V/def2-TZVPD.

XYZ file:
```
7
CH4NP ωB97M-V/def2-TZVPD
H -0.11233 0.67649 -1.47712
H -0.81233 1.25391 -0.08668
H 0.15995 -2.45919 0.93634
N 0.45455 -0.48629 0.13203
H 0.75460 1.59051 -0.24511
C 0.03736 0.77709 -0.44803
P -0.48181 -1.35253 1.18856
```

Properties
LUMO energy: -0.49 eV
multiplicity: 1
strongest force on any atom: 4.85 eV Å⁻¹
frontier orbital gap: 8.541 eV
HOMO level: -9.03 eV
energy relative to the best compared isomer or geometry (same formula, charge and spin): 0.969 eV

Below is a 2-piece molecular cluster, CH4NS overall in a non-equilibrium geometry, with properties calculated with ωB97M-V/def2-TZVPD.

XYZ file:
```
7
CH4NS ωB97M-V/def2-TZVPD
C -0.76864 0.80822 0.94907
H 0.45477 0.07585 -0.30201
H -1.60414 0.18948 0.62624
H -1.15165 1.66677 1.55118
N 0.27934 0.96392 0.25700
H 1.37693 -2.12374 -2.15847
S 1.41340 -1.58050 -0.92300
```

Properties
LUMO energy: 4.39 eV
net charge: -1
multiplicity: 1
strongest force on any atom: 2.86 eV Å⁻¹
frontier orbital gap: 7.206 eV
HOMO level: -2.82 eV
energy relative to the best compared isomer or geometry (same formula, charge and spin): 0.543 eV

Below is a 2-piece molecular cluster, CH4NS overall in a non-equilibrium geometry, with properties calculated with ωB97M-V/def2-TZVPD.

XYZ file:
```
7
CH4NS ωB97M-V/def2-TZVPD
H -1.81903 0.00743 -0.79464
H 1.60097 -0.17280 -2.02619
H 0.74898 -1.26422 -1.03724
H 1.66499 -0.02247 0.78122
N 2.25298 0.10580 -0.03771
S -1.68902 0.20421 0.57972
C 1.50960 -0.42599 -0.98913
```

Properties
LUMO energy: 4.33 eV
net charge: -1
multiplicity: 1
strongest force on any atom: 4.17 eV Å⁻¹
frontier orbital gap: 6.943 eV
HOMO level: -2.61 eV
energy relative to the best compared isomer or geometry (same formula, charge and spin): 0.871 eV